C3H4N2S as an isolated structure in a non-equilibrium geometry, computed with ωB97M-V with the def2-TZVPD basis set.

Geometry as XYZ:
```
10
Properties=species:S:1:pos:R:3:forces:R:3
C 0.730 1.129 -0.018 -4.26 1.48 -2.25
C 1.927 0.557 0.208 2.89 3.97 0.35
C 1.676 -0.752 0.043 -0.32 -4.01 0.25
H -1.511 -1.392 0.942 -1.47 3.42 -1.84
H 0.297 2.153 -0.318 1.29 -1.52 1.18
H 2.986 1.063 0.417 -2.82 -1.21 -0.57
H 2.388 -1.528 0.135 0.59 -0.71 0.13
N -0.217 0.075 -0.385 1.08 1.39 1.93
N 0.427 -1.111 -0.188 0.04 0.79 -0.62
S -1.977 0.084 0.090 2.99 -3.61 1.45
```
Positions in Å, forces in eV/Å.

Gap between HOMO and LUMO in eV: 8.7
Calculated total energy in eV: -16987.498
Molar mass in g mol⁻¹: 100.146
Maximum force in Eh/bohr: 0.098
Relative energy (zero: lowest compared OMol25 entry of this formula, charge and spin) in eV: 3.993
2S+1: 1